A structure of composition C44H79BBrF6IN2O13PS2. Source: OMol25; level of theory: wB97M-V/def2-TZVPD.

```
150
Properties=species:S:1:pos:R:3:forces:R:3
C 0.5948 -6.1768 3.2451 0.4054 0.6529 -0.1249
C 1.1251 -5.4937 2.2232 0.1151 -0.4893 -0.0348
C 1.1376 -4.0013 2.1500 1.2045 -0.5808 0.4499
C -0.0114 -3.4325 1.2710 1.6974 -1.2532 0.2929
N 0.0619 -3.9982 -0.0899 -0.1055 0.7695 0.4607
S -0.6300 -5.3970 -0.5592 0.1036 -2.8006 -2.2518
O -1.1206 -5.3419 -1.9048 -0.3096 1.4748 -0.0428
O 0.2012 -6.5545 -0.4351 0.5253 0.2458 1.5431
C -2.1596 -5.7890 0.4467 -0.2823 0.4200 0.7935
F -2.8429 -6.6837 -0.2451 0.3228 0.3201 0.0682
F -1.8471 -6.3043 1.6359 -0.1122 0.1542 -0.3939
F -2.9110 -4.6960 0.6402 0.1663 -0.2785 -0.1018
C 0.7001 -3.1944 -1.1124 -0.6132 -0.1748 0.4717
S 2.4878 -2.9231 -0.8718 0.3842 0.5423 0.0971
C -0.0554 -1.8458 -1.2503 -0.4931 -1.1713 -1.2875
I -2.1528 -2.3620 -1.7626 0.0356 -1.6818 -1.0020
C 0.4293 -1.2792 -2.6017 -0.2915 0.8977 -0.1188
C -0.1609 0.0290 -3.1864 1.5580 -1.4389 -0.6634
C -0.0370 0.0286 -4.6862 0.9783 -0.1458 0.3932
F -0.9142 -0.6983 -5.4156 -1.0902 1.1526 0.0421
C 0.9429 0.7304 -5.3032 -0.6748 -0.3015 -0.2451
F 2.2315 0.5031 -5.1176 0.0207 1.1488 1.1585
F 0.7608 1.7141 -6.1499 0.1671 -0.6502 -1.3544
N -0.0887 -1.0040 0.0311 -0.7781 0.0972 -1.7660
Br -1.7440 0.0009 -0.1635 0.3770 1.5934 1.7370
P 1.0534 0.5471 0.1740 1.0520 1.6400 1.9413
C 0.2752 2.0967 -0.4012 0.6448 0.0257 -0.9852
O 2.2681 0.3893 -0.8972 -0.5803 -0.2377 -0.0571
C -0.1027 -1.8443 1.4161 -1.9352 -0.9356 -0.0900
C 0.8270 -1.2591 2.4483 1.6960 -0.2282 0.7375
C 2.3373 -1.2279 2.2221 -0.0719 0.5991 0.4407
C 3.0679 -0.4310 3.0026 -0.0645 -0.8409 -0.3035
O -1.4292 -1.6712 1.8369 0.5392 0.0170 0.1885
B -1.7291 -1.6204 3.1916 -0.2067 0.2472 0.2322
O -1.9768 -2.7783 3.8681 0.2062 0.0529 -0.3129
O -1.7840 -0.3823 3.7654 -0.3975 -0.2077 -0.1359
H 0.7110 -5.7508 4.2361 -1.3088 0.3175 0.1307
H 0.1099 -7.1282 3.0989 0.9397 -0.6898 0.3111
H 1.6505 -6.0522 1.4575 -1.0404 0.0126 -0.7925
H 1.0181 -3.6916 3.1858 -0.0488 0.3922 -0.0168
H 2.1093 -3.7086 1.7677 0.0288 0.4253 0.0588
H -0.8745 -3.8936 1.7365 -0.5416 0.6747 -0.0101
H 0.6060 -3.7069 -2.0593 -0.3340 -0.0612 -0.1396
H 2.9090 -4.1832 -0.6736 -0.4606 -0.1025 -0.0854
H 0.1771 -2.0461 -3.3265 -0.2084 -0.3406 0.1351
H 1.5100 -1.2013 -2.6938 0.1558 0.1142 0.4915
H 0.4866 0.8447 -2.8863 -0.3467 0.3060 0.3854
H -1.2082 0.2075 -2.9627 -0.1072 0.1160 0.1210
H -0.1384 2.1327 -1.4034 -0.3277 0.0277 0.0594
H -0.3705 2.5182 0.3554 -0.3372 -0.2667 0.1551
H 1.1388 2.7704 -0.4226 0.2844 -0.1692 0.0637
H 3.0371 0.1688 -0.3526 0.2677 -0.3310 -0.2288
H 0.7604 -1.8079 3.3897 -0.7250 -0.3775 -0.1420
H 0.5507 -0.2561 2.7449 -0.4005 0.2276 -0.4580
H 2.8764 -1.8594 1.5343 -0.3338 0.4435 -0.7380
H 2.7032 -0.1313 3.9772 -0.0449 0.9739 -0.2027
H 4.0610 -0.1937 2.6556 0.4224 -0.3174 0.6756
H -2.0383 -2.6204 4.8123 -0.1444 -0.2825 0.2268
H -2.3255 -0.3903 4.5577 0.0771 0.2889 0.3156
C -0.9009 5.7555 -5.4570 0.1235 -0.0574 0.0878
C -1.6940 4.4755 -5.7030 -0.0723 0.2231 -0.3044
C -1.7485 3.8814 -4.3166 -0.0177 -0.3403 0.2650
O -1.7447 4.9639 -3.3865 0.1113 0.1239 -0.2063
C -1.4190 6.1776 -4.0860 -0.0950 -0.0166 -0.0127
H -1.0444 6.5132 -6.2248 -0.0334 0.0286 0.0332
H 0.1668 5.5316 -5.3951 -0.0015 0.0053 -0.0240
H -2.6945 4.7264 -6.0620 -0.0176 -0.0451 0.0441
H -1.2375 3.7983 -6.4236 0.0354 0.0385 -0.0135
H -0.8609 3.2574 -4.1391 -0.0277 -0.0373 0.0286
H -2.6402 3.2710 -4.1583 0.0209 0.0027 0.1050
H -2.3262 6.7839 -4.1683 0.0165 0.0237 -0.0325
H -0.6807 6.7364 -3.5107 -0.0147 -0.0397 0.0723
C -1.3562 4.6163 4.5990 -0.1439 -0.0693 -0.1251
C -1.2887 3.1608 5.0545 0.1291 0.0117 0.0863
C -0.7426 2.4727 3.8106 -0.0297 0.1166 -0.1933
O 0.0887 3.4272 3.1454 -0.1083 -0.0384 0.0088
C -0.1190 4.7239 3.7220 0.2157 0.0894 0.0896
H -1.3584 5.3343 5.4168 0.0245 -0.0054 0.0057
H -2.2554 4.7783 3.9991 -0.0044 0.0200 0.0210
H -0.5803 3.0615 5.8798 -0.0077 -0.0179 -0.0018
H -2.2472 2.7560 5.3786 -0.0142 0.0195 -0.0322
H -1.5486 2.1882 3.1254 -0.0381 -0.0923 0.0712
H -0.1572 1.5829 4.0428 0.0618 0.0255 -0.0379
H 0.7656 4.9781 4.3138 -0.0276 0.0717 0.0086
H -0.2263 5.4616 2.9273 0.0611 -0.0396 -0.0506
C -2.9392 8.7343 1.7635 -0.0019 0.1453 0.0130
C -2.1670 8.9203 0.4610 0.0124 -0.1558 -0.0386
C -0.7801 9.2860 0.9721 -0.0159 0.1518 0.0726
O -0.6211 8.6184 2.2286 -0.0701 -0.0168 -0.0507
C -1.8821 8.1063 2.6601 0.0347 -0.1351 -0.0477
H -3.8313 8.1180 1.6627 0.0151 -0.0214 -0.0064
H -3.2396 9.7058 2.1613 -0.0089 -0.0110 0.0132
H -2.1281 7.9757 -0.0870 0.0006 0.0092 -0.0173
H -2.5896 9.6773 -0.1971 0.0049 0.0251 0.0184
H -0.6906 10.3635 1.1431 -0.0059 0.0123 -0.0701
H 0.0160 8.9762 0.2947 0.0461 -0.0308 0.0590
H -1.8623 7.0159 2.5449 -0.1265 -0.0096 0.0383
H -2.0301 8.3418 3.7149 0.0883 0.0047 0.0149
C 5.3695 -1.4950 7.1555 0.0836 -0.0040 -0.1517
C 5.6968 -0.2466 7.9639 -0.1008 -0.0293 0.1512
C 4.9168 0.8220 7.2154 0.0203 0.1319 -0.1714
O 3.7613 0.1782 6.6577 0.1691 -0.2516 0.0160
C 3.9193 -1.2440 6.7707 -0.1581 0.0931 0.1257
H 5.5066 -2.4239 7.7064 -0.0222 0.0010 0.0112
H 5.9942 -1.5342 6.2597 -0.0076 -0.0202 -0.0003
H 5.3110 -0.3501 8.9803 0.0179 0.0153 0.0048
H 6.7613 -0.0286 8.0255 0.0027 0.0099 -0.0265
H 5.5046 1.2403 6.3916 0.0458 0.0281 0.0464
H 4.5961 1.6390 7.8613 -0.0772 0.0082 -0.0408
H 3.2348 -1.5998 7.5482 0.0251 -0.0885 -0.0195
H 3.6491 -1.7174 5.8239 -0.0413 0.0730 -0.0261
C 7.1517 -3.0780 0.4067 -0.0093 0.0554 -0.1933
C 7.4700 -1.7102 0.9998 -0.0123 -0.0536 0.1818
C 6.1731 -0.9551 0.7568 -0.0243 0.0566 -0.1791
O 5.1155 -1.9275 0.8039 0.1773 0.0039 -0.0724
C 5.6870 -3.2453 0.7785 -0.0206 -0.0221 0.2326
H 7.7785 -3.8801 0.7906 -0.0129 -0.0005 0.0296
H 7.2628 -3.0483 -0.6793 -0.0007 -0.0273 0.0029
H 7.6549 -1.8032 2.0721 0.0069 0.0279 -0.0020
H 8.3322 -1.2249 0.5474 -0.0135 0.0044 -0.0290
H 6.1639 -0.4885 -0.2341 0.0586 0.0335 0.0140
H 5.9891 -0.1833 1.5056 -0.0621 -0.0212 0.0108
H 5.5770 -3.6834 1.7760 0.0107 -0.0580 -0.0273
H 5.1415 -3.8654 0.0652 -0.0305 0.0418 -0.0179
C -2.1419 -5.7774 -6.6689 0.0744 0.0395 -0.1388
C -1.8925 -4.5243 -5.8377 -0.0759 0.0038 0.1954
C -2.6582 -3.4692 -6.6241 0.0659 -0.0077 -0.1794
O -3.7566 -4.1420 -7.2413 0.0663 -0.0485 0.0707
C -3.5763 -5.5580 -7.1302 -0.1027 0.0043 0.1295
H -2.0115 -6.7062 -6.1162 -0.0231 0.0096 0.0258
H -1.4680 -5.7949 -7.5284 -0.0139 -0.0161 -0.0044
H -2.3313 -4.6437 -4.8434 0.0399 0.0029 0.0143
H -0.8372 -4.2803 -5.7165 0.0026 0.0084 -0.0226
H -2.0366 -3.0314 -7.4129 0.0492 0.0518 0.0656
H -3.0349 -2.6613 -5.9937 -0.0549 0.0055 -0.0298
H -4.2916 -5.9370 -6.3923 0.0244 -0.0765 -0.0150
H -3.7895 -6.0267 -8.0908 -0.0352 0.0698 -0.0288
C -6.9927 -0.6515 -3.1033 -0.0371 0.0995 -0.0949
C -6.1085 -1.3438 -4.1361 0.0550 -0.1033 0.1307
C -4.9450 -0.3712 -4.2496 0.0031 0.1368 -0.0901
O -4.8095 0.2569 -2.9656 0.0130 -0.1068 0.0413
C -5.9598 -0.0446 -2.1659 0.0908 -0.1036 0.0769
H -7.6823 -1.3226 -2.5946 0.0150 -0.0131 0.0106
H -7.5757 0.1382 -3.5813 -0.0092 0.0025 0.0199
H -5.7606 -2.3040 -3.7456 -0.0004 -0.0101 -0.0336
H -6.6019 -1.5248 -5.0886 0.0066 0.0107 -0.0108
H -5.1481 0.4079 -4.9907 0.0059 -0.0436 -0.0502
H -4.0063 -0.8628 -4.5127 0.0433 0.0537 0.0533
H -5.6608 -0.7612 -1.3902 -0.0732 0.0003 0.0262
H -6.3107 0.8660 -1.6796 0.0681 0.0380 -0.0158
```
Positions in Å, forces in eV/Å.

Calculated values
E_HOMO: -10.68 eV
Total charge: +1
Molecular weight: 1270.83 g mol⁻¹

Atom charges from the Löwdin analysis, given in e for atoms 1 to 2: 0.0404 -0.1812